Molecular formula: C28H27AsCuN3O9S
Method: DFT, wB97M-V/def2-TZVPD

Calculated values
Net charge: -1
E, eV: -168683.5116
M, g mol⁻¹: 720.071
⟨S²⟩: 0.7547
LUMO (spin up / spin down), hartree: 0.0771 / 0.0771
Multiplicity: 2
Kohn-Sham gap (spin up / spin down), eV: 6.3955 / 7.4466

Each line ends with the Mulliken spin population.
Atoms and positions in Å:
Cu (-8.068, 8.761, 11.844)  0.589
C (-14.393, 6.759, 15.693)  0.000
O (-13.689, 7.237, 14.470)  0.000
C (-14.102, 8.398, 13.940)  0.001
C (-15.276, 9.103, 14.192)  0.001
C (-15.493, 10.420, 13.783)  0.000
C (-14.671, 11.018, 12.849)  0.000
C (-13.565, 10.296, 12.405)  -0.002
C (-13.169, 9.070, 13.040)  -0.003
N (-11.932, 8.453, 12.939)  0.001
C (-10.835, 8.971, 12.380)  0.021
N (-10.577, 10.293, 12.601)  0.007
C (-9.739, 11.010, 11.716)  -0.113
C (-8.648, 10.487, 11.073)  0.328
C (-8.145, 11.001, 9.912)  -0.041
C (-8.654, 12.152, 9.432)  0.013
C (-9.696, 12.822, 10.097)  -0.009
C (-10.206, 12.248, 11.244)  0.036
O (-11.216, 12.733, 12.005)  0.002
C (-11.526, 14.077, 11.695)  0.001
N (-9.863, 8.227, 11.879)  0.071
C (-10.070, 6.857, 11.535)  -0.008
C (-9.778, 6.576, 10.177)  0.018
C (-9.807, 5.267, 9.722)  -0.012
C (-10.209, 4.200, 10.611)  0.018
C (-10.495, 4.527, 11.993)  -0.007
C (-10.500, 5.838, 12.478)  0.015
O (-10.708, 6.221, 13.727)  0.000
C (-9.880, 5.491, 14.676)  0.000
H (-13.995, 5.765, 15.882)  0.000
H (-15.482, 6.740, 15.580)  0.000
H (-14.144, 7.405, 16.558)  0.000
H (-16.079, 8.658, 14.766)  0.000
H (-16.360, 10.975, 14.200)  0.000
H (-14.989, 11.987, 12.459)  0.000
H (-12.958, 10.662, 11.545)  0.000
H (-11.855, 7.420, 13.132)  -0.001
H (-11.393, 10.846, 13.023)  0.000
H (-7.411, 10.444, 9.324)  0.006
H (-8.098, 12.633, 8.658)  0.002
H (-10.021, 13.770, 9.740)  0.000
H (-12.266, 14.463, 12.459)  0.000
H (-12.033, 14.041, 10.696)  0.000
H (-10.574, 14.696, 11.685)  0.000
H (-9.607, 7.432, 9.504)  0.000
H (-9.515, 5.152, 8.685)  0.000
H (-10.124, 3.132, 10.307)  0.001
H (-10.911, 3.770, 12.669)  -0.001
H (-9.912, 6.014, 15.650)  0.000
H (-8.815, 5.428, 14.407)  0.000
H (-10.290, 4.470, 14.723)  0.000
O (-5.906, 4.925, 13.592)  0.001
As (-5.971, 6.348, 12.412)  0.000
O (-5.093, 5.988, 11.091)  0.000
O (-7.564, 6.872, 12.641)  0.022
C (-5.107, 7.834, 13.622)  0.001
C (-5.100, 7.664, 15.046)  0.000
C (-4.553, 8.633, 15.900)  0.000
C (-4.091, 9.842, 15.421)  0.000
C (-4.166, 10.036, 14.005)  0.000
C (-4.740, 9.080, 13.204)  0.000
S (-5.330, 9.899, 11.656)  -0.001
O (-5.997, 11.122, 12.112)  -0.003
O (-4.215, 10.030, 10.725)  0.002
O (-6.284, 8.847, 11.092)  0.043
H (-5.034, 4.516, 13.214)  0.000
H (-5.321, 6.662, 15.399)  0.000
H (-4.706, 8.443, 16.959)  0.000
H (-3.542, 10.566, 16.033)  0.000
H (-3.752, 10.930, 13.530)  0.000

=====

Molecular formula: C26H36FN3O
Method: DFT, wB97M-V/def2-TZVPD

Calculated values
E, eV: -36782.2639
M, g mol⁻¹: 425.592
LUMO, hartree: 0.0275
Relative energy (zero: lowest compared OMol25 entry of this formula, charge and spin), kJ/mol: 13.26
SMILES string: Cc1ccc(C(=O)N(CCN(C)C)C[C@@H]2CCCN(Cc3ccccc3F)C2)cc1C
Kohn-Sham gap, eV: 9.1635

Each line ends with the Mulliken charge.
Atoms and positions in Å:
C (-6.080, 1.237, -4.271)  -1.562
C (-4.818, 1.116, -3.473)  1.317
C (-4.514, -0.069, -2.818)  -1.006
C (-3.355, -0.204, -2.076)  -0.409
C (-2.473, 0.864, -1.977)  0.015
C (-1.176, 0.718, -1.239)  0.082
O (-0.128, 0.538, -1.834)  -0.673
N (-1.242, 0.777, 0.113)  0.740
C (-2.429, 1.178, 0.831)  -1.124
C (-2.467, 2.694, 1.084)  -1.070
N (-1.516, 3.095, 2.110)  0.465
C (-2.057, 2.935, 3.443)  -1.161
C (-1.015, 4.438, 1.908)  -1.129
C (0.001, 0.660, 0.854)  -2.153
C (0.389, -0.800, 1.117)  1.570
C (-0.626, -1.528, 1.996)  -0.847
C (-0.126, -2.939, 2.282)  -0.813
C (1.262, -2.890, 2.912)  -0.859
N (2.176, -2.220, 2.011)  0.442
C (3.561, -2.309, 2.445)  -1.031
C (4.482, -1.975, 1.304)  0.220
C (5.182, -0.779, 1.236)  -0.171
C (5.994, -0.484, 0.154)  -0.698
C (6.118, -1.386, -0.888)  -0.361
C (5.436, -2.589, -0.844)  -0.636
C (4.631, -2.864, 0.246)  0.479
F (3.990, -4.050, 0.287)  -0.314
C (1.765, -0.850, 1.781)  -1.495
C (-2.763, 2.046, -2.642)  -0.640
C (-3.926, 2.190, -3.385)  0.889
C (-4.215, 3.481, -4.088)  -1.655
H (-6.699, 2.050, -3.892)  0.332
H (-5.854, 1.453, -5.314)  0.339
H (-6.654, 0.314, -4.225)  0.365
H (-5.196, -0.905, -2.893)  0.323
H (-3.130, -1.136, -1.579)  0.509
H (-2.457, 0.643, 1.782)  0.532
H (-3.310, 0.900, 0.249)  0.485
H (-3.496, 2.989, 1.348)  0.308
H (-2.206, 3.194, 0.149)  0.492
H (-2.396, 1.910, 3.584)  0.293
H (-1.274, 3.141, 4.172)  0.356
H (-2.905, 3.611, 3.639)  0.377
H (-1.804, 5.204, 1.965)  0.334
H (-0.535, 4.499, 0.933)  0.347
H (-0.269, 4.654, 2.672)  0.322
H (-0.106, 1.214, 1.787)  0.568
H (0.789, 1.123, 0.252)  0.550
H (0.459, -1.316, 0.155)  0.141
H (-1.595, -1.573, 1.498)  0.251
H (-0.746, -0.986, 2.939)  0.245
H (-0.813, -3.462, 2.950)  0.435
H (-0.060, -3.496, 1.347)  0.329
H (1.625, -3.907, 3.080)  0.469
H (1.207, -2.376, 3.892)  0.343
H (3.744, -3.340, 2.758)  0.496
H (3.771, -1.643, 3.302)  0.392
H (5.088, -0.070, 2.047)  0.374
H (6.528, 0.454, 0.124)  0.390
H (6.748, -1.157, -1.734)  0.376
H (5.518, -3.313, -1.639)  0.440
H (2.499, -0.377, 1.124)  0.450
H (1.734, -0.278, 2.731)  0.119
H (-2.063, 2.867, -2.585)  0.446
H (-4.308, 3.319, -5.161)  0.344
H (-3.418, 4.200, -3.915)  0.392
H (-5.153, 3.909, -3.736)  0.328

=====

Molecular formula: C20H25N3O2
Method: DFT, wB97M-V/def2-TZVPD

Calculated values
E, eV: -29710.7723
M, g mol⁻¹: 339.439
LUMO, hartree: 0.0181
Relative energy (zero: lowest compared OMol25 entry of this formula, charge and spin), kJ/mol: 203.00
SMILES string: C=C(C)[C@@H]1CC=C(C)/C(=N/NC(=O)c2ccc(NC(=O)CC)cc2)C1
Kohn-Sham gap, eV: 8.8903

Each line ends with the Mulliken charge.
Atoms and positions in Å:
C (2.379, 1.979, -0.893)  -1.434
C (3.272, 1.309, -0.183)  0.619
C (4.688, 1.784, -0.041)  -1.404
C (2.973, 0.005, 0.520)  0.466
C (3.171, -1.182, -0.429)  -0.973
C (2.800, -2.463, 0.243)  -0.905
C (1.989, -2.543, 1.302)  1.332
C (1.674, -3.843, 1.976)  -1.593
C (1.348, -1.345, 1.838)  0.288
N (0.661, -1.505, 2.906)  -0.668
N (-0.032, -0.493, 3.507)  -0.117
C (-0.910, 0.439, 3.030)  0.080
O (-1.357, 1.283, 3.785)  -0.671
C (-1.328, 0.317, 1.610)  0.008
C (-1.663, -0.916, 1.057)  -0.334
C (-2.064, -0.996, -0.261)  -0.801
C (-2.134, 0.150, -1.054)  1.084
N (-2.522, -0.004, -2.386)  -0.125
C (-2.560, 0.931, -3.387)  0.520
O (-2.238, 2.087, -3.254)  -0.632
C (-3.053, 0.338, -4.700)  -0.426
C (-3.063, 1.380, -5.809)  -1.272
C (-1.830, 1.388, -0.492)  -0.541
C (-1.444, 1.464, 0.831)  -0.612
C (1.552, -0.066, 1.080)  -0.509
H (1.357, 1.661, -1.005)  0.155
H (2.638, 2.895, -1.396)  0.345
H (4.897, 2.032, 1.000)  0.286
H (5.384, 1.002, -0.341)  0.321
H (4.868, 2.666, -0.650)  0.433
H (3.677, -0.109, 1.354)  0.573
H (4.208, -1.231, -0.770)  0.449
H (2.546, -1.040, -1.319)  0.342
H (3.234, -3.364, -0.168)  0.361
H (1.940, -3.784, 3.029)  0.328
H (2.216, -4.662, 1.511)  0.411
H (0.606, -4.043, 1.922)  0.281
H (0.019, -0.546, 4.519)  0.267
H (-1.618, -1.811, 1.659)  0.448
H (-2.326, -1.956, -0.684)  0.328
H (-2.791, -0.946, -2.635)  0.214
H (-2.402, -0.498, -4.972)  0.331
H (-4.061, -0.056, -4.543)  0.334
H (-2.061, 1.770, -5.965)  0.312
H (-3.707, 2.211, -5.534)  0.308
H (-3.422, 0.945, -6.738)  0.387
H (-1.897, 2.279, -1.094)  0.530
H (-1.214, 2.421, 1.275)  0.451
H (0.841, -0.032, 0.251)  -0.266
H (1.358, 0.792, 1.728)  0.693

=====

Molecular formula: C5H8S
Method: DFT, wB97M-V/def2-TZVPD

Calculated values
E, eV: -16145.0261
M, g mol⁻¹: 100.186
LUMO (spin up / spin down), hartree: -0.0021 / -0.0017
Relative energy (zero: lowest compared OMol25 entry of this formula, charge and spin), kJ/mol: 444.92
Kohn-Sham gap (spin up / spin down), eV: 6.6768 / 7.9840

Each line ends with the Mulliken charge.
Atoms and positions in Å:
C (-0.734, -0.560, -0.375)  -0.457
C (-1.321, 0.583, -0.826)  0.013
C (0.456, -0.711, 0.330)  0.667
C (-0.899, 1.923, -1.220)  -1.215
C (0.395, -1.700, 1.437)  -1.030
S (1.899, 0.317, 0.307)  -0.210
H (-1.399, -1.488, -0.101)  0.175
H (-0.618, 2.410, -0.312)  0.382
H (-1.830, 2.462, -1.556)  0.272
H (-0.192, 2.046, -1.948)  0.432
H (0.841, -1.379, 2.460)  0.343
H (0.922, -2.627, 1.111)  0.271
H (-0.729, -1.886, 1.493)  0.254
H (1.309, 0.882, -0.765)  0.103

=====

Molecular formula: C7H15NOPS
Method: DFT, wB97M-V/def2-TZVPD

Calculated values
Net charge: +1
E, eV: -31149.9737
M, g mol⁻¹: 192.244
⟨S²⟩: 2.0076
LUMO (spin up / spin down), hartree: -0.1416 / -0.3296
Multiplicity: 3
Kohn-Sham gap (spin up / spin down), eV: 6.5899 / 4.1063

Each line ends with the Mulliken spin population.
Atoms and positions in Å:
C (2.025, -1.116, 1.686)  0.740
C (-2.963, -0.465, 0.050)  0.001
C (-4.407, -0.219, -0.285)  0.000
C (0.968, 1.843, -0.032)  0.028
C (0.243, -0.532, -1.268)  0.024
C (-0.485, 0.199, 1.099)  0.046
C (0.610, 0.314, 0.073)  -0.053
N (2.058, -0.368, 0.695)  0.466
O (-2.460, -1.572, 0.114)  0.004
P (3.513, -0.018, -0.293)  0.559
S (-2.061, 0.992, 0.363)  0.009
H (2.804, -1.668, 2.083)  0.034
H (1.119, -1.286, 2.347)  0.017
H (-4.513, 0.622, -0.849)  0.000
H (-4.925, -0.215, 0.662)  0.000
H (-4.885, -1.117, -0.860)  0.000
H (1.822, 1.968, 0.653)  0.004
H (1.256, 2.197, -0.951)  -0.012
H (-0.047, 2.315, 0.107)  0.000
H (-0.792, -0.909, -0.995)  0.011
H (1.014, -1.279, -1.315)  -0.005
H (0.330, 0.181, -2.115)  0.002
H (-0.203, 0.840, 1.930)  -0.007
H (-0.627, -0.886, 1.263)  -0.014
H (3.766, -1.373, -0.748)  0.094
H (2.992, 0.319, -1.671)  0.052